[1]
C5H6N4 in the gas phase. Source: the Open Molecules 2025 dataset; level of theory: ωB97M-V with the def2-TZVPD basis set.

Geometry as XYZ:
```
15
Properties=species:S:1:pos:R:3:mulliken_charge:R:1
C -0.55624 1.64245 0.21424 0.075
C 1.20631 0.22943 1.02551 -0.206
C 0.94873 -1.89666 0.32520 -0.041
C 0.15679 -1.91652 -0.67838 -0.308
C -0.25221 -0.51539 -0.97076 0.634
H -1.22266 3.06478 1.31624 0.272
H -1.38442 1.86974 -0.53485 0.134
H 1.30958 1.07965 1.57764 0.566
H 1.30430 -2.97551 0.47297 0.250
H -0.43881 -2.89985 -1.11910 0.283
H -1.36301 0.72862 -1.95710 0.199
N -0.36206 2.41846 1.19373 -0.610
N 0.12244 0.48366 -0.04193 -0.058
N 1.63939 -0.94420 1.09746 -0.501
N -1.10814 -0.36866 -1.92086 -0.689
```

The calculated total energy comes out at -11239.40615 eV. The energy above the lowest of the compared OMol25 structures with the same formula, charge and spin comes out at 52.14 kcal/mol. As for the HOMO-LUMO gap: 9.283 eV. The calculation puts the LUMO energy at 0.04 eV.

[2]
CH4N3P in the gas phase. Source: the Open Molecules 2025 dataset; level of theory: ωB97M-V with the def2-TZVPD basis set.

Geometry as XYZ:
```
9
Properties=species:S:1:pos:R:3:mulliken_charge:R:1
C -0.44579 0.93696 -0.46874 -0.557
N 1.77756 0.83407 0.09419 -0.211
N 2.01003 -0.30976 -0.01769 0.088
N 1.18066 -1.30779 -0.24426 -0.195
P -0.56474 -0.74268 -0.05023 -0.016
H -0.91963 1.68830 0.24633 0.254
H -0.46585 1.32053 -1.45498 0.318
H 1.62120 -2.02717 -0.77574 0.264
H -0.36846 -0.63480 1.45466 0.055
```

The calculated total energy comes out at -14857.00824 eV. The energy above the lowest of the compared OMol25 structures with the same formula, charge and spin comes out at 86.20 kcal/mol. As for the HOMO-LUMO gap (alpha / beta): 8.620 / 8.619 eV. The calculation puts the LUMO energy (alpha / beta) at 0.31 / 0.30 eV.

[3]
CH5IOSi in the gas phase. Source: the Open Molecules 2025 dataset; level of theory: ωB97M-V with the def2-TZVPD basis set.

Geometry as XYZ:
```
9
Properties=species:S:1:pos:R:3:mulliken_charge:R:1
C -0.45679 0.53479 -1.28480 -0.433
O 0.52750 0.32673 -0.23227 -0.026
Si 0.81896 -0.49512 1.03779 0.205
I -1.65021 -0.57635 2.31842 -0.288
H -0.03675 0.07176 -2.25017 0.210
H -0.74998 1.63280 -1.49423 0.216
H -1.36019 0.11955 -0.90902 0.230
H 1.87130 0.36980 1.71522 -0.049
H 1.03617 -1.98395 1.09905 -0.065
```

The calculated total energy comes out at -19144.28148 eV. The energy above the lowest of the compared OMol25 structures with the same formula, charge and spin comes out at 39.25 kcal/mol. As for the HOMO-LUMO gap: 9.403 eV. The calculation puts the LUMO energy at 0.26 eV.

[4]
A molecular structure, C15H27BCdN3O9PSTe. Source: the Open Molecules 2025 dataset; level of theory: ωB97M-V with the def2-TZVPD basis set.

Geometry as XYZ:
```
59
Properties=species:S:1:pos:R:3:mulliken_charge:R:1
Cd -0.85101 0.41603 0.67815 2.346
O -2.64868 1.81842 4.03092 -0.661
S -1.50403 1.86553 3.15550 1.238
O -0.46869 2.88004 3.68799 -0.625
O -1.80155 2.34376 1.78572 -0.783
O -0.82857 0.54627 3.00561 -0.853
C 2.23258 0.23037 2.96422 -0.638
N 3.00423 -0.74684 2.18887 0.077
C 4.17242 -0.12995 1.56402 -0.823
C 2.26741 -1.55662 1.33137 0.444
N 1.08666 -1.25852 0.93737 -0.359
N 2.92705 -2.70908 0.92534 0.249
C 2.38910 -3.45924 -0.18335 -1.260
C 4.08981 -3.23439 1.59768 -1.248
H 2.86472 0.60245 3.77016 0.202
H 1.34622 -0.23037 3.38653 0.314
H 1.91276 1.08093 2.35869 0.076
H 3.87675 0.68407 0.89211 0.132
H 4.75082 -0.86182 0.99967 0.302
H 4.80773 0.28804 2.34693 0.352
H 0.64278 -2.01276 0.42448 0.023
H 1.44714 -3.96409 0.06545 0.304
H 3.11097 -4.22117 -0.47580 0.389
H 2.20031 -2.80738 -1.04050 0.392
H 4.22398 -2.70341 2.53646 0.401
H 5.00471 -3.12338 1.00092 0.333
H 3.95335 -4.30005 1.80930 0.432
O -3.33136 -1.25028 -0.88525 -0.411
B -2.01295 -1.21059 -0.36259 -0.486
O -1.43329 -2.49406 -0.62945 0.115
C -2.37013 -3.23751 -1.27433 0.605
C -2.28257 -4.53033 -1.73992 -0.790
C -3.40919 -5.05437 -2.37834 -0.509
C -4.56445 -4.29768 -2.53310 -0.417
C -4.64084 -2.98686 -2.05662 -0.962
C -3.52485 -2.48023 -1.42935 0.725
H -1.37613 -5.10724 -1.61152 0.429
H -3.38163 -6.06793 -2.75896 0.348
H -5.42183 -4.73218 -3.03209 0.344
H -5.53357 -2.38632 -2.16940 0.446
C 0.34218 6.09899 0.89741 -1.451
C 0.09242 4.62972 0.61797 0.374
O 0.96433 4.19434 -0.42650 -0.132
P 1.65204 2.68741 -0.12549 -0.200
O 0.53860 1.67336 -0.49259 -1.368
Te 0.43939 2.82045 5.56638 -0.393
O 2.61185 2.71833 -1.50441 -0.348
C 1.99196 2.82565 -2.77317 -0.097
C 2.18666 4.21672 -3.35806 -1.095
H -0.33390 6.45610 1.67709 0.398
H 0.18660 6.69496 -0.00634 0.308
H 1.37001 6.24792 1.23349 0.318
H -0.94396 4.45837 0.32027 0.226
H 0.24584 4.04627 1.53182 -0.082
H 0.92884 2.58578 -2.69838 0.179
H 2.45049 2.08192 -3.43683 0.359
H 1.71385 4.95409 -2.71105 0.197
H 1.74542 4.27729 -4.35833 0.357
H 3.25150 4.45101 -3.43290 0.254
```

The calculated total energy comes out at -71554.53611 eV. Its net charge is -2. As for the HOMO-LUMO gap: 4.896 eV. The calculation puts the LUMO energy at 4.07 eV.